[1]
A molecular structure, C42H50ClF3FeGeN2O7S2SeSi at a distorted geometry. Source: OMol25; level of theory: ωB97M-V/def2-TZVPD.

```
! RIJCOSX wB97M-V def2-TZVPD def2/J DEFGRID3
* xyz -1 6
C -4.438 1.167 -3.685
H 1.539 3.548 -2.029
C 0.173 1.765 -4.538
C -0.912 2.203 2.264
C 3.756 -1.224 1.286
Cl 2.241 -5.011 7.385
H 5.499 0.562 -4.579
H 2.108 4.751 2.247
Se -1.781 3.447 3.127
C 0.632 -1.975 4.429
H 2.494 3.590 -6.197
C 4.879 0.994 -2.546
C 4.523 4.355 0.998
Si 3.146 1.491 -0.406
C 3.264 0.550 2.979
O 3.134 3.120 -0.521
C 5.862 0.028 -1.883
H 1.331 -3.342 2.925
C 1.895 3.222 -5.373
H -0.395 -0.172 3.857
C -1.532 -2.071 -4.608
C -3.088 1.105 -3.375
H 2.322 3.002 2.023
C -3.485 2.344 -1.374
H -4.803 0.712 -4.598
C 3.119 4.193 0.412
C 5.629 0.047 2.340
C -2.387 -1.053 -1.110
H 2.845 4.462 -3.902
C 1.761 -4.086 4.886
H 5.693 -0.666 3.162
C 0.582 -1.742 5.832
S 0.870 -3.174 -0.638
C 1.545 -4.386 0.604
C 1.265 -3.172 3.990
H -6.375 1.856 -3.067
H -5.522 2.879 -0.980
H 5.233 4.579 0.200
C 1.354 3.193 -3.032
C 5.455 2.412 -2.533
H -2.685 0.360 1.886
H 5.965 1.023 2.692
C 0.384 2.216 -3.236
O 1.975 -3.011 -1.538
H 4.382 -1.506 0.438
H -0.647 3.021 -0.878
C -5.320 1.811 -2.830
O 1.693 0.843 -0.228
H 5.750 2.680 -1.518
H 0.104 -1.271 2.456
H 1.106 -0.195 -3.634
H 1.013 -2.491 7.794
Ge -0.676 1.651 -1.652
H -0.573 1.011 -4.744
C -1.894 -0.300 -0.074
H -1.929 -2.628 -5.447
C 0.073 -1.086 3.523
H -2.427 0.563 -4.039
H 5.448 -0.981 -1.889
H 2.727 -1.175 0.943
O 3.638 0.949 -1.860
H 3.602 1.495 3.411
H 2.787 6.332 0.252
H 2.227 -5.001 4.546
O 0.570 -2.010 0.214
H 4.545 5.162 1.731
H 0.712 1.924 -6.605
C 4.188 0.130 1.836
C 4.587 0.555 -3.979
H 1.100 3.862 1.087
H 3.259 -0.211 3.761
H 6.817 0.031 -2.412
C 2.099 3.941 1.518
H 0.325 -1.560 -5.584
H 6.289 -0.282 1.536
H 0.142 -0.814 6.178
C -4.839 2.390 -1.664
H 6.022 0.331 -0.847
C 2.725 5.443 -0.376
C 0.913 2.268 -5.598
H 1.701 5.340 -0.737
N -0.548 -0.603 -2.499
C -1.725 -1.235 -2.381
H -4.846 -1.019 1.386
Fe 0.039 0.151 0.029
C -2.583 1.709 -2.226
C -2.849 -0.201 0.978
C -3.984 -0.911 0.747
F 0.664 -4.637 1.587
F 1.793 -5.548 -0.017
H 4.821 3.421 1.474
H 2.247 0.670 2.600
C 2.104 3.694 -4.086
H 3.388 5.564 -1.234
H 3.840 -1.986 2.061
H 3.855 1.229 -4.425
H 4.169 -0.454 -3.973
C 1.652 -3.837 6.253
O 4.173 1.141 0.825
H -3.252 -2.390 -3.353
H -3.112 2.801 -0.462
N -0.346 1.347 1.702
C 1.072 -2.661 6.728
C -2.270 -1.948 -3.451
H 6.320 2.489 -3.194
S -3.955 -1.705 -0.773
C -0.280 -1.470 -4.693
C 0.164 -0.729 -3.616
H 4.684 3.111 -2.857
F 2.688 -3.984 1.178
O -0.279 -3.893 -1.113
*
```

Results
expectation value of S²: 8.8755
energy relative to the best compared isomer or geometry (same formula, charge and spin): 2.729 eV
orbital gap (alpha / beta): 0.22647 / 0.25326 Eh

***

[2]
C2H5NO3S in the gas phase at a distorted geometry. Source: OMol25; level of theory: ωB97M-V/def2-TZVPD.

```
! RIJCOSX wB97M-V def2-TZVPD def2/J DEFGRID3
* xyz 0 1
N -0.809 1.474 1.012
H 1.818 -1.209 -1.205
C -0.369 0.232 0.557
H 0.255 -1.695 -0.227
H 0.371 -1.233 -2.073
H -2.953 1.657 1.644
O 0.294 0.222 -0.630
O -0.498 -0.732 1.244
C 0.727 -1.077 -1.031
H 0.105 3.260 0.646
O -0.562 2.655 0.176
S -1.761 1.826 2.228
*
```

Results
structure (SMILES): COC(=O)N(O)S
energy relative to the best compared isomer or geometry (same formula, charge and spin): 3.437 eV
orbital gap: 0.38258 Eh

***

[3]
13 unconnected molecules or ions with the total composition C37H97BN17O20 at a distorted geometry. Source: OMol25; level of theory: ωB97M-V/def2-TZVPD.

```
! RIJCOSX wB97M-V def2-TZVPD def2/J DEFGRID3
* xyz -1 1
H 1.232 1.195 -3.540
H -0.143 7.148 0.034
H 2.510 -2.187 -1.806
C -2.145 -2.688 3.811
H 3.607 1.778 2.099
N -3.881 -4.724 -0.593
H 4.047 5.883 3.735
H -2.021 1.758 -6.654
O 1.193 3.692 -0.718
H 1.128 2.863 -4.233
C -3.955 -2.113 -3.499
H 0.844 5.635 3.993
H 2.093 -1.516 3.618
H -0.673 -3.535 8.594
C -0.826 4.808 4.734
H 0.266 5.783 -0.895
C -0.176 7.229 -1.892
H 3.503 4.549 2.738
H -0.642 9.122 -2.712
H -2.033 -3.212 6.361
H -0.321 5.011 2.893
N 3.829 2.721 1.813
H 1.093 6.535 -5.754
O -3.567 -8.169 -1.945
H -2.646 -5.841 2.041
H -1.398 2.550 -3.723
C 0.710 6.928 -3.147
H 0.640 -5.716 4.302
C 5.180 2.025 -1.844
H -3.285 0.848 -2.896
O -0.762 3.873 1.440
N 0.128 -1.419 6.934
C 0.298 -3.634 8.108
H 0.068 0.223 3.459
H 1.116 -3.397 8.788
H 1.015 -3.040 6.126
O -0.213 7.055 -4.230
H 1.552 7.619 -3.184
H 0.352 -3.789 -5.490
N -0.321 -4.514 -5.289
H 0.236 -1.077 5.989
H 4.481 2.451 -2.564
H -1.974 -6.388 -0.196
C -0.514 2.834 0.808
N -4.616 2.050 1.481
H 7.053 2.389 2.992
B -0.359 0.595 0.061
O -4.596 -2.126 -2.421
H 3.559 -1.032 4.123
N 3.521 5.537 2.945
N -3.894 0.630 0.043
C -2.848 1.582 -5.966
C 0.143 -2.839 6.748
N -1.717 3.961 4.313
H 5.831 1.159 0.382
H 3.072 1.933 3.644
O -3.841 0.057 2.145
H -3.275 -0.113 -0.248
H -2.392 -2.385 -4.640
C -1.159 1.529 -4.019
C 3.469 -1.238 1.481
H -3.122 -4.059 -0.598
H 2.835 -2.124 1.438
H 0.864 8.209 -5.708
H -0.790 1.023 -3.127
H -3.811 1.501 -0.461
H -1.454 -5.026 -1.119
H -2.175 -3.746 3.552
H 1.618 0.121 5.456
H -5.462 -1.628 -4.688
N 0.044 5.040 3.835
O -0.696 5.173 5.896
H 1.300 -4.543 -2.254
C -1.138 -6.123 3.316
C 1.958 -1.898 -2.700
H -0.685 -0.833 7.060
O -1.807 -2.405 -1.072
H -2.279 3.430 4.963
H -3.538 -5.294 -2.564
O 1.747 -3.000 -3.578
H -1.039 -5.203 1.629
H -3.137 -2.402 4.162
H -1.089 6.639 -1.978
C 5.965 2.450 2.979
N -1.659 -5.731 2.226
H -4.877 -8.253 -3.405
H -3.365 -9.305 -3.616
H -0.201 -5.694 -3.598
C 1.995 0.476 4.497
C 1.570 -5.906 -4.805
N 0.432 6.760 -0.701
H 4.474 -1.515 1.801
C 5.764 2.244 0.461
O 0.334 -0.395 0.877
H 1.067 5.902 -3.060
H 0.330 -4.706 7.915
H -1.935 -2.100 2.918
H 5.731 3.149 3.782
H 0.708 9.253 -1.572
H -1.025 -4.422 5.586
H -4.377 2.748 0.792
O 5.327 2.898 -0.772
C 2.675 6.364 2.347
H 0.254 1.765 4.349
H 3.549 -0.969 0.428
O -1.014 1.663 0.881
C 0.325 7.277 -5.537
O -0.049 1.470 -4.987
H -0.151 -5.091 -6.101
H 2.078 1.521 -5.075
C 0.559 2.733 -0.319
H 2.265 -6.403 -4.128
H 5.436 4.024 1.536
C 5.227 2.966 1.700
H 2.705 5.106 0.728
C -2.418 0.942 -4.632
H 3.649 1.267 4.942
N 2.801 1.684 4.585
C 0.865 -4.057 -3.127
C -1.197 -1.504 -0.510
H 5.633 1.491 3.376
C 0.431 -5.074 -4.234
H -4.593 -4.039 -0.804
H 6.147 1.952 -2.342
C -4.163 0.831 1.271
H 2.280 -5.390 -5.451
N 0.066 -5.610 3.478
N -3.576 1.137 -3.819
H -4.229 0.421 -4.103
H 3.457 2.919 0.895
O -1.066 -2.451 4.699
O 2.391 7.480 2.675
H -1.416 -6.722 -1.791
H 1.047 1.404 2.770
H 5.117 0.955 -1.651
H -0.926 8.979 -0.993
H 1.116 -6.689 -5.411
C -3.445 -5.750 -1.578
H 1.038 -1.429 -2.351
H 2.642 -1.211 -3.199
H -5.212 -6.877 -1.839
H 0.381 -4.980 2.753
H -1.594 3.623 3.369
C -1.967 -5.984 -1.208
H -3.325 -7.613 -3.987
C 0.762 1.012 3.746
N 2.388 5.968 1.148
C -4.233 -7.051 -1.392
C -1.064 -3.376 5.888
N -2.689 -2.304 -3.678
H -0.433 6.962 -6.255
C -0.223 8.727 -1.787
O -1.281 -0.189 -0.813
H -2.365 -0.142 -4.731
C -0.203 -1.628 0.607
H -3.474 0.834 -6.454
C 2.683 -0.600 3.639
H -4.113 -1.912 -5.640
H -0.047 -3.489 -2.940
H -4.264 -7.192 -0.311
O 3.039 -0.117 2.319
C 1.232 1.799 -4.447
O 0.003 -2.650 1.202
N -4.460 -1.747 -4.706
O -1.547 -6.974 4.084
H 1.708 6.536 0.664
H -2.232 -2.618 -2.834
H -3.392 2.526 -6.010
O 0.518 1.484 -0.843
H -5.120 2.342 2.307
C -3.794 -8.345 -3.329
H 6.831 2.460 0.522
*
```

Results
energy relative to the best compared isomer or geometry (same formula, charge and spin): 6.119 eV
orbital gap: 0.29063 Eh

***

[4]
C2H5BrOS in the gas phase at a distorted geometry. Source: OMol25; level of theory: ωB97M-V/def2-TZVPD.

```
! RIJCOSX wB97M-V def2-TZVPD def2/J DEFGRID3
* xyz 0 1
C -0.497 -0.398 1.381
H -1.587 -0.181 1.788
H 1.249 -0.758 -0.531
H -0.370 -1.157 0.633
S 0.107 1.190 0.738
O 0.517 -0.781 -1.204
Br 1.294 1.585 -2.202
C 0.140 0.553 -1.224
H 0.083 -0.715 2.306
H -0.936 0.662 -1.686
*
```

Results
structure (SMILES): CS[C@H](O)Br
energy relative to the best compared isomer or geometry (same formula, charge and spin): 1.060 eV
orbital gap: 0.36110 Eh